i.
18
Properties=species:S:1:pos:R:3 method="wB97M-V/def2-TZVPD" smiles="CNC(=O)[C@H](N)CS" charge=0 orbital_gap_ev=9.6972
N -0.69 1.93 -0.63
C -0.14 0.70 -0.13
C 1.25 0.45 -0.74
S 2.46 1.73 -0.36
C -1.02 -0.50 -0.46
N -1.02 -1.53 0.43
C -0.12 -1.81 1.52
O -1.70 -0.53 -1.47
H 1.85 2.77 -0.94
H -1.05 1.80 -1.57
H -1.42 2.29 -0.04
H -0.02 0.78 0.95
H 1.71 -0.47 -0.39
H 1.15 0.33 -1.82
H -1.65 -2.29 0.20
H 0.52 -0.96 1.75
H 0.56 -2.63 1.26
H -0.67 -2.06 2.43

ii.
18
Properties=species:S:1:pos:R:3 method="wB97M-V/def2-TZVPD" charge=0 orbital_gap_ev=6.9383
C 0.33 -0.27 1.38
N 1.24 0.36 0.54
C 0.91 1.29 -1.03
N 1.91 2.33 -0.88
O 0.89 0.65 -2.09
C -0.42 -1.54 0.98
C -1.04 -1.43 -0.41
S -2.39 -0.19 -0.43
H -0.03 0.77 0.96
H 0.67 -0.29 2.43
H -0.11 1.68 -0.75
H 1.56 3.26 -0.71
H 2.54 2.03 -0.15
H -1.19 -1.78 1.71
H 0.28 -2.37 0.97
H -1.43 -2.38 -0.79
H -0.32 -1.08 -1.16
H -3.42 -1.06 -0.57

iii.
18
Properties=species:S:1:pos:R:3 method="wB97M-V/def2-TZVPD" smiles="CNC(=O)[C@@H](N)CS" charge=0 orbital_gap_ev=9.6192
N 0.35 1.21 1.81
C -0.09 0.30 0.85
C -1.21 1.03 0.04
S -2.58 0.03 -0.48
C 1.18 0.11 -0.22
N 1.78 -1.11 -0.54
C 1.67 -2.51 -0.10
O 1.67 1.06 -0.83
H 0.74 0.89 2.69
H 1.06 1.98 1.32
H -0.35 -0.69 1.43
H -1.52 2.00 0.48
H -0.60 1.37 -0.94
H -2.86 0.87 -1.56
H 2.42 -1.00 -1.44
H 0.96 -3.07 -0.65
H 1.32 -2.49 0.97
H 2.58 -3.14 -0.40

It is ii that is the least stable of them.

i.
18
Properties=species:S:1:pos:R:3 method="wB97M-V/def2-TZVPD" smiles="CC(C)N(S)/C=N/O" charge=0 orbital_gap_ev=9.5216
C 1.43 -0.99 -1.00
C 1.04 0.31 -0.31
C 1.25 0.05 1.27
C -1.33 -0.07 -0.38
H 1.21 -0.92 -2.07
H 2.50 -1.20 -0.86
H 0.89 -1.90 -0.66
H 1.86 1.02 -0.56
H 2.29 -0.28 1.41
H 0.99 1.00 1.76
H 0.59 -0.80 1.65
H -0.79 2.39 0.95
H -1.16 -1.15 -0.47
H -4.17 -0.30 0.34
N -0.22 0.79 -0.61
N -2.47 0.35 -0.07
O -3.36 -0.73 -0.02
S -0.53 2.44 -0.37

ii.
18
Properties=species:S:1:pos:R:3 method="wB97M-V/def2-TZVPD" charge=0 orbital_gap_ev=10.2179
C -1.91 0.74 1.07
C -1.20 0.78 -0.29
C -0.53 2.15 -0.73
C 0.90 -0.34 0.83
H -1.31 1.41 1.77
H -1.90 -0.36 1.51
H -3.19 0.99 0.99
H -1.88 0.45 -1.02
H -0.08 2.53 0.23
H 0.33 2.26 -1.57
H -1.32 2.93 -1.06
H -1.26 -1.94 0.73
H 0.54 -0.69 1.74
H 1.78 0.45 -0.90
N -0.05 -0.29 -0.30
N 2.14 -0.08 0.88
O 2.52 0.53 -0.40
S -0.63 -1.86 -0.53

It is ii that is the least stable of them.